# 1
Molecular formula: C27H38Cl20F5N2O3
Method: DFT, the ωB97M-V functional and the def2-TZVPD basis

LUMO energy = -0.114 Ha
Gap between HOMO and LUMO = 7.972 eV
E_HOMO = -0.4067 Ha
Maximum force = 1.60 eV Å⁻¹
E_tot = -11089.79862 hartree

```
! RIJCOSX wB97M-V def2-TZVPD def2/J DEFGRID3
* xyz 1 1
C -1.4880 0.6161 -1.3030
C -1.1534 -0.7552 -1.8679
C -1.6118 -1.0538 -3.1405
C -1.3586 -2.2823 -3.7409
C -0.6109 -3.2063 -3.0349
C -0.1607 -2.9249 -1.7563
C -0.4213 -1.7025 -1.1438
C 0.0459 -1.4015 0.2803
C 1.2905 -2.1192 0.6745
N 1.4250 -3.4592 0.9159
C 2.6614 -3.7816 1.2724
C 3.0725 -5.1973 1.6004
F 4.2321 -5.2416 2.2732
F 3.2216 -5.9285 0.4868
C 1.9834 -5.8940 2.5169
F 2.6007 -6.7540 3.3198
F 1.3671 -5.0029 3.2925
F 1.1213 -6.5639 1.7666
N 3.3703 -2.6466 1.2861
C 4.7861 -2.5417 1.6714
C 4.8579 -2.4437 3.2048
O 4.1141 -1.3255 3.6562
C 2.5409 -1.6021 0.9093
C 3.0722 -0.2006 0.8559
C 2.1964 0.7586 0.0619
O 1.9869 0.6586 -1.1055
O 1.6301 1.7634 0.7794
H -0.7965 1.3908 -1.6219
H -1.5002 0.5587 -0.2141
H -2.4996 0.8560 -1.6140
H -2.2001 -0.3386 -3.7044
H -1.7348 -2.5210 -4.7260
H -0.4115 -4.1627 -3.5062
H 0.3950 -3.7193 -1.2720
H -0.7510 -1.7806 0.9376
H 0.1065 -0.3380 0.4685
H 0.6322 -4.0785 0.8022
H 5.2449 -1.6551 1.2458
H 5.3182 -3.4401 1.3714
H 4.4215 -3.3151 3.6878
H 5.8932 -2.3387 3.5420
H 4.6089 -0.5249 3.4424
H 3.3057 0.1609 1.8579
H 4.0315 -0.2315 0.3302
H 1.6915 1.5372 1.7174
C 3.7121 1.0860 6.4102
Cl 4.9311 2.2809 5.9544
Cl 2.4319 0.9671 5.1914
H 4.1887 0.1176 6.5068
H 3.2660 1.3804 7.3515
C 0.0108 -5.6356 -6.3496
Cl -0.9534 -6.1408 -4.9483
Cl 1.1471 -4.3426 -5.9556
H 0.5715 -6.4920 -6.7039
H -0.6641 -5.2816 -7.1195
C -5.5556 -3.2006 -2.5540
Cl -6.7103 -2.6521 -1.3312
Cl -4.0899 -2.2025 -2.5884
H -5.2694 -4.2206 -2.3258
H -6.0309 -3.1504 -3.5265
C -2.9459 4.3606 -1.2019
Cl -2.3754 3.6879 0.3297
Cl -2.5690 3.3003 -2.5704
H -4.0229 4.4831 -1.1477
H -2.4682 5.3144 -1.3604
C 7.9257 1.0484 4.3900
Cl 9.1462 2.2246 3.9284
Cl 6.6389 0.9362 3.1649
H 8.3910 0.0747 4.4883
H 7.4738 1.3523 5.3266
C -3.4396 4.8568 -5.6875
Cl -5.1324 5.3560 -5.8132
Cl -2.9016 3.9824 -7.1261
H -2.8256 5.7421 -5.5691
H -3.3379 4.2067 -4.8270
C -4.8612 7.4029 -0.3331
Cl -3.6404 7.5161 -1.6114
Cl -6.2846 6.5070 -0.8689
H -4.4250 6.8875 0.5160
H -5.1607 8.4056 -0.0531
C 2.7536 -2.5511 7.6684
Cl 4.3085 -2.7447 6.8410
Cl 2.7801 -1.2065 8.8129
H 1.9869 -2.3602 6.9263
H 2.5376 -3.4631 8.2119
C -5.4401 2.5151 2.5848
Cl -5.2660 1.5362 1.1219
Cl -5.0828 4.2231 2.2953
H -6.4622 2.4329 2.9342
H -4.7534 2.1427 3.3355
C -6.4072 8.6085 -7.7204
Cl -5.1941 9.8415 -8.0868
Cl -7.6892 8.5657 -8.9356
H -5.9204 7.6407 -7.6940
H -6.8494 8.8333 -6.7570
*
```

Mulliken atomic charge list, values in e, 6 entries: C -1.7692; C 1.2755; C -1.2641; C -0.1752; C -0.4553; C -1.0861


# 2
Molecular formula: C4H9NO3
Method: DFT, the ωB97M-V functional and the def2-TZVPD basis

LUMO energy (spin up / spin down) = 0.029 / -0.028 Ha
ΔE to the lowest compared entry with this formula, charge and spin = 0.00 kcal/mol
Gap between HOMO and LUMO (spin up / spin down) = 6.253 / 8.668 eV
E_HOMO (spin up / spin down) = -0.2011 / -0.3470 Ha
Maximum force = 3.87 eV Å⁻¹
E_tot = -438.11462 hartree

```
! RIJCOSX wB97M-V def2-TZVPD def2/J DEFGRID3
* xyz 0 3
C 0.5772 0.7666 -0.2506
C -2.2284 -1.2184 0.6417
C 2.8280 -0.2230 -0.2050
C -2.1207 0.2570 0.1815
N 1.4788 -0.1770 -0.7996
O 1.0670 1.4208 0.8182
O -2.2491 0.3658 -1.1408
O -2.0050 1.1904 0.9130
H -2.4631 -1.8339 -0.2387
H -2.9167 -1.2530 1.4093
H -1.3328 -1.4699 1.0602
H 3.4488 0.6061 -0.5432
H 2.7021 -0.0900 0.8881
H 3.3251 -1.1576 -0.6424
H 1.4155 -0.5942 -1.6863
H -1.9346 1.2642 -1.4405
H 0.4080 2.1463 1.0351
*
```

Mulliken atomic charge list, values in e, 6 entries: C 0.0270; C -0.9729; C -0.7316; C 0.7135; N -0.1948; O -0.4538